A cluster of 8 separate species, C31H35B2N4O18 in total. Source: the OMol25 dataset; level of theory: the ωB97M-V functional and the def2-TZVPD basis.

Charge: -1
E, eV: -76894.522
LUMO energy, eV: 1.7441
Energy above the lowest of the compared OMol25 structures with the same formula, charge and spin, eV: 2.285

Last column: Löwdin charge in e.
Atoms and positions in Å:
1 N -27.059 -23.492 -10.664  0.262
2 H -26.149 -23.752 -11.017  0.067
3 H -27.091 -22.498 -10.489  0.041
4 H -27.112 -24.075 -9.841  0.048
5 H -27.732 -23.743 -11.374  0.059
6 O -25.171 -22.044 -9.285  0.103
7 C -23.963 -22.016 -9.135  -0.338
8 O -23.183 -21.093 -9.687  0.249
9 B -21.793 -21.426 -9.303  -0.879
10 O -21.862 -22.640 -8.405  0.232
11 C -23.104 -23.034 -8.295  -0.373
12 O -23.505 -24.004 -7.653  0.083
13 O -20.916 -21.636 -10.413  0.247
14 C -20.089 -20.607 -10.521  -0.319
15 O -19.146 -20.440 -11.330  0.105
16 C -20.394 -19.635 -9.363  -0.365
17 O -21.228 -20.256 -8.602  0.237
18 O -19.921 -18.478 -9.201  0.080
19 O -26.851 -21.226 -12.700  0.078
20 C -25.873 -21.125 -13.461  -0.351
21 O -24.779 -20.422 -13.217  0.231
22 B -23.868 -20.597 -14.398  -0.827
23 O -24.562 -21.605 -15.273  0.196
24 C -25.820 -21.802 -14.849  -0.356
25 O -26.746 -22.379 -15.419  0.096
26 O -22.513 -21.004 -13.968  0.188
27 C -21.585 -20.076 -14.321  -0.271
28 O -20.347 -20.137 -14.025  0.090
29 C -22.372 -18.981 -15.083  -0.358
30 O -23.681 -19.294 -15.101  0.206
31 O -21.868 -17.990 -15.584  0.122
32 C -25.139 -27.989 -9.206  -0.166
33 C -26.508 -27.968 -8.475  -0.145
34 C -27.372 -27.401 -9.584  -0.178
35 O -26.489 -26.373 -10.144  -0.177
36 C -25.101 -26.702 -9.980  -0.188
37 H -25.004 -28.858 -9.850  0.108
38 H -24.266 -28.098 -8.562  0.114
39 H -26.430 -27.415 -7.539  0.095
40 H -26.815 -28.978 -8.203  0.107
41 H -28.232 -26.868 -9.178  0.103
42 H -27.631 -28.153 -10.330  0.114
43 H -24.657 -25.963 -9.312  0.115
44 H -24.536 -26.830 -10.903  0.110
45 C -23.942 -25.117 -14.140  -0.143
46 C -22.881 -25.015 -13.095  -0.166
47 C -23.576 -24.178 -12.000  -0.166
48 O -24.953 -24.449 -12.120  -0.192
49 C -25.216 -25.257 -13.273  -0.158
50 H -23.777 -25.981 -14.784  0.118
51 H -24.068 -24.189 -14.696  0.110
52 H -21.929 -24.646 -13.477  0.122
53 H -22.557 -25.986 -12.722  0.105
54 H -23.352 -23.178 -12.373  0.123
55 H -23.113 -24.368 -11.031  0.126
56 H -26.017 -24.858 -13.895  0.114
57 H -25.392 -26.239 -12.833  0.108
58 N -28.926 -24.760 -12.504  0.053
59 C -29.277 -26.067 -12.373  -0.120
60 C -30.077 -26.683 -13.310  -0.079
61 C -30.629 -25.937 -14.365  -0.062
62 C -30.239 -24.592 -14.524  -0.057
63 C -29.346 -24.062 -13.607  -0.104
64 H -28.777 -26.666 -11.627  0.079
65 H -30.222 -27.753 -13.290  0.096
66 H -31.153 -26.420 -15.177  0.098
67 H -30.577 -24.022 -15.376  0.103
68 H -28.939 -23.075 -13.765  0.100
69 N -27.916 -24.303 -8.169  0.063
70 C -29.252 -24.550 -7.864  -0.103
71 C -29.698 -25.212 -6.709  -0.091
72 C -28.789 -25.504 -5.733  -0.076
73 C -27.402 -25.312 -6.006  -0.053
74 C -27.039 -24.676 -7.197  -0.118
75 H -30.007 -24.181 -8.544  0.095
76 H -30.751 -25.341 -6.505  0.099
77 H -29.053 -25.819 -4.734  0.101
78 H -26.645 -25.611 -5.295  0.102
79 H -26.006 -24.411 -7.372  0.095
80 N -28.177 -21.095 -9.613  0.059
81 C -27.747 -20.179 -8.689  -0.111
82 C -28.555 -19.423 -7.857  -0.061
83 C -29.943 -19.586 -8.037  -0.075
84 C -30.469 -20.495 -9.002  -0.065
85 C -29.536 -21.265 -9.735  -0.127
86 H -26.678 -20.248 -8.555  0.094
87 H -28.147 -18.824 -7.056  0.100
88 H -30.653 -18.982 -7.491  0.090
89 H -31.538 -20.573 -9.137  0.088
90 H -29.861 -21.870 -10.568  0.095

Atomic forces in eV per Å
N 1.0183 -0.2010 -0.5971
H 0.5883 0.1761 -0.8524
H -0.1160 0.6325 0.5813
H -0.9194 0.2491 0.6499
H -0.5470 -0.5481 -0.2854
O 1.2133 -0.3978 0.5750
C -1.4754 0.5322 -0.7019
O -0.0408 -1.6405 0.8680
B 0.2865 0.4283 0.7270
O -0.1674 0.4207 -0.4043
C -0.4591 -0.9065 0.7027
O 0.3491 1.7170 -1.2721
O 0.3512 -0.3314 -0.8717
C 4.0151 1.3496 -2.7015
O -3.5342 -1.0452 2.7838
C 2.1990 4.0175 -0.4684
O -1.1045 -0.2247 1.4064
O -1.5822 -4.0973 -0.4153
O 2.2023 0.0833 -1.6907
C -2.5422 0.2769 2.3136
O -0.5329 -1.0207 -1.0348
B 0.4407 0.5070 0.1641
O -0.7777 -0.0287 0.0262
C -0.2881 -0.3913 -0.7801
O 2.2311 1.0577 1.2161
O 0.3841 0.4526 -0.4373
C 3.7405 -1.2315 1.7163
O -5.8296 0.4334 -1.7117
C 0.6565 1.7714 -0.9031
O 1.0235 -0.5591 0.2862
O -0.9915 -1.6614 0.8001
C 0.6025 -1.0953 0.6937
C 0.9600 -1.3651 -0.4936
C 1.4698 1.5748 0.8826
O -0.8344 -0.0290 -0.8859
C -0.5928 -0.4423 1.1307
H -0.6235 -0.1140 -0.3043
H -0.1257 0.3121 0.4346
H -0.3282 0.4381 -0.3634
H -0.0236 -0.1148 0.0113
H -0.1935 -0.1063 -0.3639
H -0.0835 -0.0329 -0.0411
H 0.1510 0.4727 -0.4492
H -0.2959 0.4162 -0.1727
C -0.8604 -0.7361 0.4758
C 0.9550 -0.5063 0.6153
C 1.9232 0.2766 -1.9191
O -0.2656 0.3207 0.2936
C 0.8953 0.1755 -0.4022
H -0.1960 0.1989 -0.2640
H 0.3216 -0.1072 -0.2473
H -0.1832 0.7890 0.1454
H -0.5213 -0.4485 0.1334
H -0.2854 0.6088 0.8274
H -0.5982 0.0744 0.2624
H -0.5800 -0.1406 0.6665
H -0.2775 -0.3854 -0.7571
N -0.3221 -0.1595 -1.0415
C 0.4497 1.4953 -1.0457
C -0.7438 0.0988 -0.9465
C 1.3092 0.5899 0.1404
C -0.2461 -1.2187 0.2986
C -0.0975 -1.0812 1.3328
H -0.0837 0.3352 0.3879
H -0.1491 -0.0765 0.1880
H -0.3789 -0.0942 0.1875
H 0.0767 0.0841 -0.0077
H 0.1603 0.1762 0.2941
N -2.2569 -0.8341 2.5285
C 1.8697 -0.2938 -0.0418
C -0.0226 1.1294 -0.4756
C 2.6179 -0.1598 0.1609
C -1.5555 0.4371 -0.3204
C -0.7963 -0.1450 -0.3633
H 0.1966 -0.0078 -0.4523
H -0.1331 0.0620 -0.2405
H -0.2894 -0.3754 -0.0885
H 0.0270 0.1810 0.0887
H 0.2684 -0.1104 -0.2153
N -2.0418 1.0571 1.1311
C 0.0983 -2.0120 -0.6313
C -1.4779 -0.8407 -0.5757
C -0.0407 -0.5247 -0.9697
C 1.9669 0.4012 0.7891
C 1.1243 1.9068 0.3282
H 0.2002 0.4854 -0.1013
H 0.0318 0.2059 -0.1906
H 0.0266 0.0270 0.2658
H 0.0111 -0.1284 -0.1050
H -0.0007 -0.4641 0.0934

A structure of composition C31H35BClF4INO3S5SbV. Source: the OMol25 dataset; level of theory: the ωB97M-V functional and the def2-TZVPD basis.

Charge: -2
E, eV: -158928.765
LUMO energy (spin up / spin down), eV: 3.9638 / 3.9633
Multiplicity: 4
Energy above the lowest of the compared OMol25 structures with the same formula, charge and spin, eV: 1.212

Last column: Löwdin spin population.
Atoms and positions in Å:
1 V 0.162 0.260 0.312  2.650
2 I -0.112 -0.424 3.051  0.005
3 C -2.183 -0.142 2.828  0.004
4 C -2.929 -0.104 3.967  0.008
5 C -4.335 0.016 3.866  -0.004
6 C -4.922 0.067 2.636  0.005
7 C -4.146 0.041 1.446  -0.001
8 C -4.771 0.091 0.180  0.027
9 C -4.004 0.059 -0.949  0.001
10 C -2.594 0.017 -0.865  0.031
11 C -1.892 -0.016 0.327  -0.012
12 C -2.717 -0.040 1.510  0.006
13 H -2.451 -0.175 4.936  0.000
14 H -4.936 0.053 4.769  0.000
15 H -6.003 0.128 2.545  0.000
16 H -5.853 0.157 0.128  0.002
17 H -4.479 0.075 -1.926  -0.001
18 H -2.035 0.010 -1.794  0.002
19 C 3.698 1.751 -3.866  0.001
20 S 2.263 2.475 -4.694  0.001
21 C 1.168 1.111 -4.709  0.008
22 C 0.582 0.530 -3.618  0.006
23 S 0.830 1.067 -1.997  0.012
24 S -0.464 -0.823 -4.049  0.001
25 C -0.383 -0.700 -5.759  0.000
26 S -1.265 -1.654 -6.801  0.000
27 S 0.727 0.487 -6.277  0.002
28 H 4.471 2.522 -3.838  0.000
29 H 4.054 0.885 -4.422  0.000
30 H 3.418 1.467 -2.853  0.000
31 C -1.473 5.334 0.335  0.006
32 C -0.069 4.718 0.337  0.016
33 C 0.769 5.258 1.504  0.005
34 C 0.640 4.988 -1.000  0.006
35 C -0.183 3.258 0.480  0.117
36 N -0.230 2.114 0.524  0.023
37 H -1.386 6.419 0.228  0.001
38 H -1.998 5.114 1.268  0.000
39 H -2.068 4.945 -0.495  0.000
40 H 0.914 6.334 1.370  0.001
41 H 1.743 4.767 1.552  0.000
42 H 0.267 5.081 2.459  0.000
43 H 0.730 6.069 -1.144  0.001
44 H 0.083 4.557 -1.834  0.001
45 H 1.635 4.540 -1.006  0.000
46 C 5.571 0.396 0.214  -0.001
47 Sb 3.458 -0.062 0.275  0.001
48 C 3.655 -1.475 -1.361  0.001
49 C 3.724 -1.571 1.791  0.000
50 H 6.137 -0.540 0.192  0.000
51 H 5.833 0.975 1.105  0.000
52 H 5.805 0.984 -0.679  0.000
53 H 3.934 -2.457 -0.965  0.000
54 H 4.429 -1.138 -2.057  0.000
55 H 2.707 -1.556 -1.900  0.000
56 H 4.620 -2.157 1.565  0.000
57 H 2.846 -2.217 1.800  0.000
58 H 3.839 -1.078 2.759  0.000
59 F 2.043 2.219 2.139  0.007
60 B 3.132 2.527 2.990  0.000
61 F 2.688 2.677 4.321  0.000
62 F 4.071 1.451 2.909  0.000
63 F 3.743 3.729 2.540  0.000
64 C -0.849 -4.552 2.097  0.000
65 C -1.831 -4.403 0.963  0.000
66 C -3.164 -4.083 1.231  0.000
67 C -4.079 -3.973 0.205  0.000
68 Cl -5.748 -3.580 0.577  0.000
69 C -3.701 -4.180 -1.113  0.000
70 C -2.378 -4.480 -1.386  0.000
71 C -1.448 -4.580 -0.362  0.000
72 O -0.146 -4.900 -0.698  0.000
73 C 0.854 -3.897 -0.422  0.001
74 C 0.368 -2.468 -0.636  0.012
75 O -0.416 -2.243 -1.547  0.013
76 O 0.867 -1.616 0.197  0.032
77 H -1.367 -4.862 3.007  0.000
78 H -0.346 -3.605 2.307  0.000
79 H -0.089 -5.296 1.858  0.000
80 H -3.481 -3.921 2.255  0.000
81 H -4.422 -4.074 -1.913  0.000
82 H -2.034 -4.601 -2.405  0.000
83 H 1.676 -4.079 -1.113  0.000
84 H 1.228 -3.998 0.594  0.000

Atomic forces in eV per Å
V 0.7659 -1.6789 -0.4916
I -0.0671 0.2240 0.0864
C 0.1346 -0.0532 -0.1211
C -0.2039 -0.0117 0.0632
C 0.0792 -0.0247 0.0899
C -0.0014 0.0170 -0.0823
C 0.1087 -0.0304 0.0462
C -0.0373 0.0384 0.0684
C 0.1729 -0.0008 -0.0945
C -0.0983 -0.0430 0.0061
C -0.9976 -0.2908 0.3663
C -0.1377 -0.0056 -0.0475
H -0.0510 0.0041 -0.0229
H 0.0308 -0.0213 -0.0412
H 0.0626 0.0084 -0.0070
H 0.0293 -0.0597 0.0033
H 0.0316 0.0118 0.0308
H -0.0198 0.0065 0.0011
C 0.0410 0.0464 -0.0411
S -0.0096 0.0293 -0.0035
C -0.1086 0.0157 0.0677
C 0.1401 -0.0391 -0.0242
S 0.0005 0.1871 -0.5455
S -0.1459 0.0050 0.2291
C 0.0221 0.0211 -0.0086
S 0.0132 -0.0356 -0.0041
S 0.0932 0.0722 -0.0672
H -0.0564 -0.0816 0.0093
H 0.0273 0.0190 0.0249
H 0.0190 -0.0210 0.0339
C -0.0438 -0.0707 0.0072
C 0.0923 -0.0321 0.0159
C 0.0498 -0.0584 0.0609
C 0.0004 -0.0371 -0.0127
C -0.1734 0.4761 -0.0015
N -0.0166 2.1137 0.3392
H -0.0015 -0.0350 0.0059
H 0.0413 0.0258 -0.0625
H 0.0302 0.0287 0.0476
H -0.0364 -0.0498 0.0089
H -0.0547 0.0367 -0.0052
H 0.0240 0.0257 -0.0542
H -0.0016 -0.0678 0.0185
H 0.0105 0.0166 0.0174
H -0.0365 0.0327 0.0194
C 0.0355 0.2257 0.0735
Sb 0.0928 -0.4371 -0.0005
C -0.0724 -0.0018 -0.0907
C 0.0263 0.0832 0.1017
H -0.0545 0.0821 -0.0115
H -0.0374 -0.0928 -0.1344
H -0.0175 -0.0708 0.0860
H -0.0034 0.1002 -0.0463
H -0.0583 -0.0309 0.0582
H 0.1015 0.0258 0.0576
H -0.0671 0.0236 0.0237
H 0.0298 0.0339 -0.0240
H 0.0020 -0.0523 -0.0872
F 0.1941 0.2359 0.3646
B 0.1167 -0.0500 -0.0437
F 0.1407 -0.0264 -0.3683
F -0.2202 0.3817 0.0917
F -0.1561 -0.3434 0.1623
C -0.0817 0.0460 -0.0180
C -0.0654 0.0270 0.1767
C 0.0518 -0.0111 0.0590
C -0.0019 0.0104 -0.0322
Cl 0.1372 -0.0388 -0.0336
C -0.0376 0.0241 -0.0243
C -0.0555 -0.0287 -0.1194
C 0.2661 -0.0342 0.0517
O 0.0382 0.2353 -0.0874
C -0.2208 -0.2218 0.1705
C 0.0926 0.3551 0.1703
O 0.1167 0.0443 0.0273
O -0.0733 -1.1470 -0.5304
H 0.0063 0.0282 -0.0187
H 0.0207 -0.0045 -0.0118
H -0.0298 -0.0013 0.0006
H 0.0110 0.0056 -0.0326
H 0.0363 -0.0027 0.0440
H -0.0095 0.0436 0.0511
H -0.0133 -0.0857 -0.0703
H 0.0379 -0.0436 0.0856